Molecular formula: C4H14NO2
Method: DFT, the ωB97M-V functional and the def2-TZVPD basis

Element x y z (Å)
C 0.463 -2.021 -0.382
O 0.011 1.908 -0.463
C -0.532 -2.317 0.520
C -1.699 -1.282 0.576
C -1.173 -0.208 1.528
N 3.025 2.192 -0.094
H 1.467 -2.440 -0.291
H 0.206 -1.342 -1.216
H -0.789 2.428 -0.713
H -0.511 -3.238 1.097
H -2.667 -1.601 0.925
H -1.712 -1.124 -0.527
H -0.902 -0.564 2.513
H -1.862 0.631 1.614
H -0.267 0.233 1.068
H 3.407 2.512 0.780
H 2.039 2.361 -0.219
H 3.559 2.397 -0.923
H -0.767 0.147 -2.807
H -0.425 1.131 -1.133
O -0.869 0.197 -1.854

Cartesian forces (eV/Å) of the 3 atoms listed first:
C 0.10 -0.40 0.71
O -1.85 -0.30 -1.53
C -1.21 1.41 -0.99

Summary:
LUMO energy: -9.862 eV
energy above the lowest of the compared OMol25 structures with the same formula, charge and spin: 10.0563 eV
HOMO: -13.01 eV
total charge: +1
DFT total energy: -365.4612 hartree

=====

Molecular formula: C4H14NO2
Method: DFT, the ωB97M-V functional and the def2-TZVPD basis

Element x y z (Å)
C 0.551 -0.826 0.578
O 1.050 -1.510 -0.608
C -0.459 0.235 -0.121
C 0.029 1.665 0.034
C 1.434 1.951 0.587
N -0.615 -0.165 -1.560
H 0.237 -1.527 1.355
H 1.463 -0.333 0.941
H 1.257 -2.445 -0.521
H -1.449 0.143 0.364
H 0.184 2.139 -0.975
H -0.700 2.182 0.703
H 1.711 1.447 1.510
H 2.356 1.993 -0.049
H 1.475 3.044 0.844
H 0.179 0.157 -2.110
H -1.409 0.230 -2.101
H -0.552 -1.199 -1.560
H -1.575 -2.833 1.111
H -2.944 -1.971 1.034
O -2.226 -2.377 0.542

Cartesian forces (eV/Å) of the 3 atoms listed first:
C 1.22 0.09 -2.17
O -0.02 -0.68 0.12
C 0.13 -0.81 2.12

Summary:
LUMO energy: -3.193 eV
energy above the lowest of the compared OMol25 structures with the same formula, charge and spin: 2.2676 eV
HOMO: -14.84 eV
total charge: +1
DFT total energy: -365.7474 hartree

=====

Molecular formula: C4H14NO2
Method: DFT, the ωB97M-V functional and the def2-TZVPD basis

Element x y z (Å)
C -2.736 -1.173 0.944
C -1.677 -0.815 -0.100
C -0.647 0.101 0.529
C 0.996 1.689 -0.210
N 0.344 0.624 -0.444
H -3.414 -1.939 0.600
H -2.244 -1.582 1.827
H -3.299 -0.290 1.181
H -1.263 -1.724 -0.524
H -2.162 -0.168 -0.834
H -1.125 0.997 0.908
H -0.110 -0.360 1.333
H 0.812 2.164 0.744
H 1.713 2.039 -0.942
H 0.621 0.052 -1.262
H -0.200 -0.545 -3.402
H 0.242 -1.911 -2.880
O 0.339 -0.965 -2.722
H 3.488 1.245 2.707
H 3.058 -0.080 2.111
O 2.808 0.850 2.151

Cartesian forces (eV/Å) of the 3 atoms listed first:
C 0.74 -0.31 -0.01
C -0.61 0.65 0.26
C -0.01 0.08 -0.47

Summary:
LUMO energy: -4.172 eV
energy above the lowest of the compared OMol25 structures with the same formula, charge and spin: 1.2319 eV
HOMO: -15.17 eV
total charge: +1
DFT total energy: -365.7855 hartree